{
  "formula": "C4H7NO",
  "method": "ωB97M-V with the def2-TZVPD basis set",
  "symbols": ["H", "H", "H", "C", "N", "O", "C", "H", "C", "H", "C", "H", "H"],
  "coordinates": [[-1.372739, 0.800756, -1.570461], [2.155855, -0.589930, 0.446193], [0.859911, 1.134823, -0.844485], [-1.058042, 0.093205, -0.797801], [-0.064608, 1.001383, 1.089187], [-1.958878, 0.262520, 0.315207], [-1.382015, 0.827588, 1.354818], [-1.184056, -0.928390, -1.168271], [0.346280, 0.383938, -0.224725], [0.706415, -1.616414, 0.503746], [1.228610, -0.847706, -0.074553], [0.226994, 0.749547, 2.021662], [1.496274, -1.271319, -1.050517]],
  "forces_ev_per_a": [[0.201, -0.104, 0.067], [-0.095, -0.067, -0.062], [-0.175, -0.149, 0.390], [0.270, -0.009, -0.238], [-0.975, -0.329, -0.263], [-0.461, 0.215, -0.195], [-0.527, -0.106, -0.213], [0.118, 0.151, 0.035], [-0.193, 0.068, 0.237], [0.077, 0.046, -0.054], [-0.018, -0.014, 0.151], [1.876, 0.146, -0.027], [-0.098, 0.153, 0.172]],
  "e_above_lowest_kj_mol": 253.8,
  "orbital_gap_ha": 0.3567,
  "charge": 0,
  "e_lumo_ev": 0.8956,
  "spin_multiplicity": 1,
  "total_energy_ha": -286.53496
}